The following is a DFT calculation (ωB97M-V with the def2-TZVPD basis set) of C8H12O as an isolated structure.

XYZ file:
```
21
Properties=species:S:1:pos:R:3:forces:R:3
C -1.990 0.986 0.962 0.5 0.0 -3.0
C -0.514 1.888 0.737 -2.3 2.2 4.0
C 0.045 0.579 0.556 3.7 -1.1 1.5
C -1.218 0.020 -0.148 -1.6 3.6 1.4
C -0.984 -1.428 -0.379 0.0 -2.5 -1.6
C 0.571 -1.267 -0.444 0.9 -1.7 0.0
C 2.354 -0.684 -0.888 4.0 -0.3 2.2
C 1.038 0.248 -0.535 1.8 -0.8 -3.5
H -3.000 1.326 0.593 1.2 0.1 0.6
H -2.097 0.446 1.902 0.4 0.5 0.2
H -0.194 2.476 1.819 -0.8 -1.2 -3.6
H -0.366 2.392 -0.260 -0.9 0.4 1.4
H 0.476 0.172 1.608 -1.7 0.2 -2.4
H -1.383 0.708 -1.109 0.7 -2.0 1.7
H -1.236 -2.104 0.464 0.1 0.7 -0.2
H -1.470 -1.982 -1.310 1.1 1.6 1.6
H 1.149 -1.671 0.554 -2.3 1.2 -1.3
H 3.469 -0.514 -1.566 -4.0 -0.1 1.7
H 2.769 -0.877 0.276 -0.6 -0.2 -3.0
H 1.059 1.114 -1.471 -1.2 -3.0 2.1
O 1.521 -1.829 -1.362 1.1 2.3 0.3
```
Positions in Å, forces in eV/Å.

Calculated values
E_HOMO   -9.34 eV
Orbital gap   10.2012 eV

Partial atomic charges computed with the Löwdin method, in multiples of e: -0.040 -0.119 -0.461 -0.273 -0.083 -0.365 -0.163 -0.154 0.087 0.080 0.163 0.108 0.205 0.181 0.115 0.153 0.169 0.180 0.132 0.199 -0.115

The following is a DFT calculation (ωB97M-V with the def2-TZVPD basis set) of one molecule with the formula C8H12O.

XYZ file:
```
21
Properties=species:S:1:pos:R:3:forces:R:3
C -1.379 -1.691 0.524 0.1 0.7 0.4
C -0.085 -1.347 0.486 1.6 0.0 2.0
C 0.621 -1.120 1.855 0.4 -5.0 0.0
O 1.811 -1.317 2.029 -0.9 1.7 -0.4
C 0.836 -0.870 -0.610 -1.0 0.1 -0.3
C -0.034 0.303 -0.877 0.4 2.5 0.4
C -0.740 0.321 -2.198 -1.0 -0.5 0.6
C -0.191 1.246 0.115 0.2 0.9 -3.5
C 0.889 1.972 0.862 -0.6 -0.7 1.0
H -2.123 -1.177 -0.067 0.0 -1.0 -1.2
H -1.813 -2.123 1.415 0.2 0.3 0.5
H -0.059 -1.372 2.696 -0.1 1.2 0.2
H 0.868 -1.599 -1.419 0.2 0.2 -0.1
H 1.833 -0.582 -0.275 -0.1 -0.5 0.3
H -1.503 1.095 -2.247 0.1 0.1 -0.1
H -0.023 0.457 -3.010 0.1 0.1 0.1
H -1.233 -0.635 -2.381 -0.1 -0.1 -0.2
H -1.053 1.890 -0.050 -0.1 0.1 -0.1
H 0.461 2.276 1.820 0.6 -0.1 0.4
H 1.779 1.357 0.958 0.2 0.2 0.4
H 1.138 2.916 0.374 0.0 -0.2 -0.3
```
Positions in Å, forces in eV/Å.

Calculated values
SMILES string   C=C(C=O)C/C(C)=C\C
E_HOMO (alpha / beta)   -7.81 / -7.81 eV
Orbital gap (alpha / beta)   7.6627 / 7.6633 eV

Partial atomic charges computed with the Löwdin method, in multiples of e: 0.041 -0.259 -0.191 0.054 -0.102 -0.333 -0.047 -0.127 -0.092 0.074 0.057 0.123 0.125 0.116 0.079 0.092 0.077 0.099 0.072 0.065 0.077

The following is a DFT calculation (ωB97M-V with the def2-TZVPD basis set) of a 2-piece molecular cluster, C8H12O2 overall.

XYZ file:
```
22
Properties=species:S:1:pos:R:3:forces:R:3
C -0.550 -0.205 -3.226 -0.7 0.6 1.3
C -1.167 -0.460 -1.758 0.2 -1.3 -1.5
C -0.402 0.130 -0.632 -1.2 1.4 -0.8
C 0.645 -0.516 -0.098 2.1 -1.1 1.6
C 1.409 -0.023 1.008 -0.6 -1.2 -0.9
C 0.988 1.148 1.573 -2.0 1.5 0.1
O 1.535 1.726 2.665 0.1 0.3 1.2
C -0.162 1.840 1.069 0.8 -1.1 -1.0
C -0.790 1.349 -0.068 0.1 1.5 1.2
H -1.170 -0.626 -4.036 0.1 0.1 0.5
H 0.469 -0.619 -3.312 -0.4 0.1 0.2
H -0.497 0.889 -3.356 0.1 -0.4 -0.2
H -2.227 -0.172 -1.624 0.5 -0.1 -0.6
H -1.093 -1.554 -1.606 -0.4 0.3 -0.1
H 0.881 -1.525 -0.462 0.1 0.4 0.0
H 2.170 -0.696 1.424 -0.1 0.8 -0.1
H 0.837 2.297 3.069 1.1 -0.6 -0.5
H -0.516 2.775 1.524 0.3 -0.4 -0.1
H -1.553 2.052 -0.426 -0.1 -1.0 -0.4
O 0.043 -2.648 2.941 1.1 0.0 -0.5
H 0.209 -2.358 2.015 -0.2 -0.2 1.0
H 0.939 -2.804 3.316 -1.0 0.2 -0.4
```
Positions in Å, forces in eV/Å.

Calculated values
SMILES string   CCc1ccc(O)cc1.O
E_HOMO   -8.58 eV
Orbital gap   9.3475 eV

Partial atomic charges computed with the Löwdin method, in multiples of e: -0.074 -0.196 -0.307 -0.064 -0.012 -0.335 0.036 -0.012 -0.034 0.062 0.068 0.065 0.113 0.103 0.123 0.120 0.120 0.116 0.120 -0.083 0.021 0.049

The following is a DFT calculation (ωB97M-V with the def2-TZVPD basis set) of a 2-piece molecular cluster, C8H12O2 overall.

XYZ file:
```
22
Properties=species:S:1:pos:R:3:forces:R:3
C -0.821 2.497 0.035 -0.3 -0.6 0.4
C 0.014 1.195 -0.042 -1.3 2.6 0.4
C 0.147 0.568 -1.252 1.8 -0.8 -0.1
C 1.226 -0.326 -1.364 0.1 -0.4 -0.4
C 2.057 -0.480 -0.273 -0.7 -0.3 1.4
O 3.216 -1.208 -0.288 1.2 -0.1 -1.3
C 1.725 -0.044 1.046 0.7 -0.2 -1.3
C 0.713 0.887 1.157 -0.6 -0.5 -1.3
H -0.902 2.684 1.129 -0.6 0.3 -0.8
H -1.819 2.419 -0.482 0.9 0.1 0.7
H -0.293 3.377 -0.382 -0.1 -0.6 0.0
H -0.339 0.822 -2.188 -0.5 0.2 0.5
H 1.399 -0.897 -2.299 0.1 0.6 0.7
H 3.797 -0.850 -0.998 -0.7 -0.6 0.7
H 2.421 -0.522 1.752 -0.7 0.9 0.3
H 0.327 1.437 2.017 0.7 -0.5 0.2
C -2.754 -1.111 0.657 -2.3 -0.4 0.8
O -3.966 -1.716 0.140 -0.1 -0.5 -0.1
H -2.361 -0.535 -0.192 0.7 0.0 0.9
H -2.178 -1.961 1.074 0.2 0.7 -0.8
H -3.131 -0.548 1.556 1.1 0.2 -0.9
H -4.669 -1.059 0.106 0.2 0.0 0.0
```
Positions in Å, forces in eV/Å.

Calculated values
SMILES string   Cc1ccc(O)cc1.CO
E_HOMO   -8.51 eV
Orbital gap   9.3072 eV

Partial atomic charges computed with the Löwdin method, in multiples of e: -0.061 -0.309 -0.070 -0.023 -0.341 0.007 0.003 -0.039 0.064 0.085 0.079 0.117 0.126 0.127 0.125 0.106 -0.133 -0.167 0.067 0.087 0.089 0.062

The following is a DFT calculation (ωB97M-V with the def2-TZVPD basis set) of a 2-piece molecular cluster, C8H12O2 overall.

XYZ file:
```
22
Properties=species:S:1:pos:R:3:forces:R:3
C 0.000 0.000 0.000 -1.0 0.5 0.1
C -0.763 1.308 -0.442 1.5 0.7 -0.6
C -1.076 1.392 -1.930 0.5 -1.0 0.0
C -2.378 1.090 -2.337 1.1 0.8 0.5
C -2.686 1.040 -3.691 -1.3 -1.0 1.0
C -1.704 1.074 -4.630 2.7 1.2 1.3
O -1.960 0.764 -5.903 -1.2 0.6 -2.1
C -0.335 1.366 -4.260 -0.4 0.3 1.4
C -0.025 1.560 -2.887 -1.9 -1.0 -0.6
H 1.016 -0.036 -0.427 -0.5 0.1 0.1
H -0.546 -0.906 -0.313 0.2 0.3 0.1
H 0.081 0.000 1.100 0.1 -0.1 -0.4
H -1.668 1.607 0.122 0.6 -0.6 0.0
H -0.012 2.113 -0.322 -0.4 -0.1 0.5
H -3.086 0.893 -1.521 0.0 0.1 -0.7
H -3.706 0.738 -3.963 0.4 0.2 -0.1
H -2.933 0.743 -6.074 1.1 0.1 0.3
H 0.524 1.481 -4.935 -0.9 -0.3 -0.2
H 1.015 1.648 -2.544 -0.5 0.3 -0.3
O -1.638 -1.802 -5.780 -0.7 -0.2 -0.6
H -2.356 -1.988 -6.426 0.9 0.2 0.7
H -1.561 -0.821 -5.770 -0.1 -1.1 -0.3
```
Positions in Å, forces in eV/Å.

Calculated values
SMILES string   CCc1ccc(O)cc1.O
E_HOMO   -8.54 eV
Orbital gap   9.1117 eV

Partial atomic charges computed with the Löwdin method, in multiples of e: -0.089 -0.215 -0.254 -0.039 -0.036 -0.355 0.011 0.024 -0.020 0.069 0.073 0.065 0.107 0.102 0.119 0.125 0.149 0.115 0.114 -0.091 0.045 -0.020

The following is a DFT calculation (ωB97M-V with the def2-TZVPD basis set) of one molecule with the formula C8H12O2.

XYZ file:
```
22
Properties=species:S:1:pos:R:3:forces:R:3
C -1.078 -1.592 -0.178 4.5 -6.4 1.3
C 0.336 -1.788 0.123 -6.2 -4.8 -1.0
C -1.296 -0.303 -0.232 -2.1 6.8 -2.5
C 1.029 -0.651 0.169 1.6 4.3 0.0
C -0.044 0.493 -0.008 1.0 0.2 1.1
C -2.547 0.341 -0.823 1.0 0.1 0.0
C -0.206 1.153 1.367 2.7 -1.1 0.8
C 2.540 -0.450 0.269 -3.3 0.8 -1.2
O 0.162 1.453 -1.072 -0.3 -1.7 -0.1
O 2.926 0.106 -0.951 1.9 0.9 -0.7
H -1.834 -2.353 -0.357 0.4 -0.1 0.2
H 0.607 -2.804 0.267 1.0 -0.6 0.1
H -3.414 0.017 -0.206 0.3 0.7 -0.2
H -2.797 -0.077 -1.862 0.6 0.8 1.2
H -2.297 1.463 -0.838 -1.2 -1.6 -0.2
H -0.688 0.417 1.984 -0.5 -0.1 0.4
H -0.737 2.037 1.332 -1.4 1.9 0.0
H 0.762 1.345 1.932 -0.8 0.0 -1.0
H 3.076 -1.326 0.470 0.6 -1.6 0.4
H 2.743 0.281 1.011 0.4 0.7 0.9
H 0.435 2.284 -0.725 0.5 1.0 0.6
H 2.322 -0.046 -1.671 -0.6 -0.3 0.0
```
Positions in Å, forces in eV/Å.

Calculated values
Multiplicity   3
E_HOMO (alpha / beta)   -5.21 / -10.01 eV
Orbital gap (alpha / beta)   6.1011 / 8.1428 eV

Partial atomic charges computed with the Löwdin method, in multiples of e: -0.031 -0.034 -0.271 -0.100 -0.436 -0.028 0.002 -0.188 0.013 -0.042 0.119 0.097 0.080 0.102 0.100 0.090 0.055 0.109 0.101 0.102 0.077 0.082